1.
Below is a cluster of 9 separate species, C57H51FNO33 in total in a non-equilibrium geometry, with properties calculated with the ωB97M-V functional and the def2-TZVPD basis.

Its relative energy (zero: lowest compared OMol25 entry of this formula, charge and spin) is 59.3 kcal/mol. The calculation puts the orbital gap at 6.95 eV. As for the largest force on an atom: 3.8 eV/A. As for the LUMO energy: -3.875 eV. For the molar mass, the calculation gives 1297.01 u. The HOMO energy comes out at -10.823 eV. Its total energy is -131699.064 eV.

```
! RIJCOSX wB97M-V def2-TZVPD def2/J DEFGRID3
* xyz 1 1
C -0.121 -3.560 0.905
C 0.160 -2.101 0.378
C 1.691 -1.748 0.187
O 2.575 -2.884 0.116
C 2.480 -3.552 -1.123
C 2.386 -5.086 -0.796
C 2.591 -5.788 -2.199
C 1.352 -6.059 -3.131
C 0.134 -5.102 -2.937
F 0.906 -7.357 -2.807
C 3.781 -4.863 -2.749
N 3.653 -3.520 -2.056
H 0.640 -3.950 1.622
H -1.113 -3.553 1.422
H -0.217 -4.305 0.071
H -0.312 -1.388 1.113
H -0.313 -2.005 -0.639
H 1.800 -1.118 -0.740
H 1.978 -1.080 1.042
H 1.650 -3.043 -1.669
H 1.612 -5.448 -0.090
H 3.383 -5.276 -0.297
H 2.928 -6.817 -1.926
H 1.715 -6.057 -4.189
H -0.620 -5.322 -3.743
H 0.372 -4.015 -3.027
H -0.387 -5.275 -1.957
H 4.675 -5.442 -2.399
H 3.707 -4.878 -3.860
H 4.560 -3.295 -1.614
H 3.638 -2.881 -2.861
C -2.647 0.226 -4.082
C -3.354 1.258 -3.614
C -3.948 1.238 -2.245
O -4.571 2.204 -1.848
C -3.756 0.036 -1.432
C -3.054 -0.994 -1.904
C -2.437 -0.963 -3.259
O -1.784 -1.923 -3.640
O -2.865 -2.114 -1.174
O -3.563 2.364 -4.358
H -2.209 0.229 -5.071
H -4.206 0.026 -0.449
H -2.328 -2.698 -1.737
H -4.097 2.963 -3.797
C -1.455 5.507 -3.509
C -0.439 6.241 -3.972
C -0.648 7.300 -5.004
O 0.299 7.957 -5.386
C -2.004 7.497 -5.519
C -3.018 6.760 -5.058
C -2.812 5.721 -4.009
O -3.767 5.083 -3.602
O -4.275 6.923 -5.520
O 0.819 6.061 -3.528
H -1.317 4.738 -2.761
H -2.141 8.254 -6.279
H -4.817 6.279 -5.031
H 1.359 6.711 -4.010
C 2.783 9.875 -1.560
C 3.773 10.212 -0.729
C 4.703 9.190 -0.167
O 5.602 9.542 0.570
C 4.485 7.789 -0.531
C 3.494 7.450 -1.358
C 2.580 8.478 -1.943
O 1.698 8.132 -2.712
O 3.274 6.160 -1.700
O 3.978 11.491 -0.361
H 2.105 10.607 -1.976
H 5.154 7.055 -0.102
H 2.505 6.171 -2.299
H 4.748 11.470 0.236
C -5.224 0.174 3.664
C -6.227 -0.162 4.479
C -7.650 0.116 4.121
O -8.533 -0.224 4.883
C -7.919 0.798 2.854
C -6.915 1.137 2.042
C -5.497 0.835 2.388
O -4.616 1.147 1.607
O -7.138 1.769 0.869
O -6.003 -0.769 5.660
H -4.190 -0.024 3.912
H -8.952 1.010 2.614
H -6.257 1.902 0.469
H -6.884 -0.905 6.054
C -7.967 -0.679 -6.508
C -6.984 -0.356 -5.666
C -6.073 -1.392 -5.095
O -5.175 -1.053 -4.342
C -6.304 -2.788 -5.463
C -7.290 -3.112 -6.303
C -8.184 -2.074 -6.896
O -9.057 -2.412 -7.670
O -7.523 -4.391 -6.655
O -6.767 0.924 -5.294
H -8.632 0.062 -6.930
H -5.649 -3.531 -5.029
H -8.281 -4.358 -7.267
H -6.006 0.894 -4.689
C 0.248 2.248 5.419
C -0.285 1.535 4.425
C 0.435 0.375 3.823
O -0.098 -0.261 2.930
C 1.766 0.051 4.335
C 2.303 0.765 5.328
C 1.569 1.911 5.949
O 2.080 2.529 6.864
O 3.529 0.482 5.809
O -1.501 1.830 3.919
H -0.265 3.090 5.865
H 2.284 -0.781 3.879
H 3.692 1.132 6.515
H -1.660 1.174 3.216
C 0.470 1.446 11.432
C 0.970 0.808 12.492
C 2.349 0.240 12.483
O 2.772 -0.316 13.477
C 3.140 0.375 11.258
C 2.641 1.009 10.194
C 1.268 1.603 10.214
O 0.852 2.190 9.233
O 3.360 1.140 9.054
O 0.253 0.650 13.623
H -0.528 1.864 11.428
H 4.131 -0.056 11.258
H 2.793 1.634 8.429
H 0.835 0.163 14.233
C 9.079 -7.083 -3.646
C 8.348 -6.083 -3.153
C 7.754 -6.149 -1.786
O 7.104 -5.201 -1.366
C 7.972 -7.361 -1.000
C 8.702 -8.366 -1.493
C 9.318 -8.290 -2.850
O 9.988 -9.217 -3.253
O 8.913 -9.490 -0.789
O 8.112 -4.960 -3.870
H 9.517 -7.046 -4.635
H 7.522 -7.403 -0.017
H 9.466 -10.056 -1.359
H 7.570 -4.396 -3.294
*
```

=====

2.
Below is a structure of composition C59H58BaClN6P in a non-equilibrium geometry, with properties calculated with the ωB97M-V functional and the def2-TZVPD basis.

Its relative energy (zero: lowest compared OMol25 entry of this formula, charge and spin) is 52.7 kcal/mol. The calculation puts the orbital gap at 4.26 eV. As for the largest force on an atom: 1.6 eV/A. As for the LUMO energy: 3.634 eV. For the molar mass, the calculation gives 1054.91 u. The HOMO energy comes out at -0.621 eV. Its total energy is -93569.262 eV.

```
! RIJCOSX wB97M-V def2-TZVPD def2/J DEFGRID3
* xyz -2 1
Ba -0.569 0.610 -0.266
C -0.075 4.128 -2.437
C 0.042 4.832 -1.060
C -0.528 4.119 0.211
N -1.453 3.041 -0.121
C -2.717 3.098 0.158
C -3.342 4.003 1.096
C -4.648 4.417 1.212
C -5.762 4.194 0.390
C -5.762 3.336 -0.703
C -4.822 2.403 -1.107
C -3.571 2.017 -0.496
N -3.038 0.829 -0.585
C -3.831 -0.289 -1.110
C -3.377 -0.766 -2.508
C -2.111 -1.656 -2.506
N -0.875 -0.880 -2.378
C -0.214 -0.541 -3.444
C -0.654 -0.789 -4.797
C 0.074 -0.944 -5.960
C 1.447 -0.867 -6.189
C 2.372 -0.383 -5.260
C 2.193 0.195 -4.018
C 1.006 0.356 -3.217
N 0.876 1.196 -2.230
C 1.756 2.369 -2.103
C 1.229 3.518 -2.966
H -0.444 4.846 -3.173
H -0.830 3.337 -2.384
H -0.443 5.807 -1.135
H 1.099 5.035 -0.846
H -0.989 4.879 0.841
H 0.319 3.718 0.779
H -2.662 4.389 1.843
H -4.821 5.080 2.056
H -6.671 4.741 0.607
H -6.656 3.364 -1.321
H -5.083 1.829 -1.988
H -4.892 -0.043 -1.137
H -3.722 -1.128 -0.412
H -3.192 0.111 -3.139
H -4.197 -1.329 -2.965
H -2.100 -2.293 -3.394
H -2.178 -2.326 -1.639
H -1.723 -0.927 -4.899
H -0.529 -1.203 -6.827
H 1.814 -1.155 -7.166
H 3.407 -0.396 -5.592
H 3.089 0.592 -3.559
H 2.792 2.163 -2.379
H 1.767 2.697 -1.054
H 1.075 3.135 -3.981
H 2.006 4.289 -3.024
C -3.100 -3.651 1.159
N -3.034 -2.505 2.044
C -2.043 -1.718 1.855
C -1.736 -0.523 2.620
C -2.343 -0.011 3.772
C -1.609 1.129 4.124
C -0.582 1.247 3.163
N -0.649 0.253 2.257
C -4.500 -4.193 0.978
C -5.626 -3.406 1.205
C -6.902 -3.920 0.989
C -7.075 -5.228 0.548
C -5.955 -6.021 0.324
C -4.683 -5.504 0.541
H -2.468 -4.459 1.522
H -2.723 -3.402 0.159
H -1.322 -1.933 1.040
H -3.211 -0.428 4.264
H -1.788 1.794 4.958
H 0.190 2.006 3.101
H -5.481 -2.393 1.565
H -7.768 -3.294 1.168
H -8.069 -5.627 0.385
H -6.071 -7.044 -0.015
H -3.810 -6.128 0.366
C 6.129 -4.244 -1.000
C 5.097 -3.868 -1.848
C 4.000 -3.179 -1.336
C 3.911 -2.876 0.020
C 4.958 -3.242 0.856
C 6.062 -3.926 0.348
P 2.386 -1.979 0.582
C 3.001 -1.218 2.129
C 3.638 0.001 1.895
C 4.272 0.698 2.917
C 4.261 0.189 4.203
C 3.617 -1.017 4.462
C 3.004 -1.719 3.435
C 1.298 -3.444 0.883
C 0.933 -4.073 2.071
C 0.205 -5.261 2.055
C -0.178 -5.840 0.855
C 0.118 -5.195 -0.336
C 0.832 -4.002 -0.315
H 6.990 -4.773 -1.393
H 5.147 -4.088 -2.908
H 3.214 -2.856 -2.011
H 4.923 -2.988 1.911
H 6.872 -4.201 1.015
H 3.623 0.434 0.899
H 4.719 1.661 2.703
H 4.727 0.745 5.008
H 3.588 -1.415 5.470
H 2.547 -2.661 3.677
H 1.194 -3.654 3.025
H -0.067 -5.727 2.995
H -0.740 -6.767 0.851
H -0.218 -5.602 -1.283
H 1.034 -3.493 -1.252
Cl 6.220 8.240 1.707
C 5.179 6.802 1.694
C 4.347 6.513 2.775
C 3.537 5.394 2.780
C 3.502 4.442 1.684
C 2.734 3.289 1.679
C 4.373 4.814 0.586
C 5.173 5.940 0.603
H 4.332 7.188 3.625
H 2.895 5.213 3.638
H 2.122 3.019 2.535
H 2.769 2.596 0.844
H 4.391 4.171 -0.291
H 5.806 6.162 -0.251
*
```

=====

3.
Below is a structure of composition C25H51AlO19 in a non-equilibrium geometry, with properties calculated with the ωB97M-V functional and the def2-TZVPD basis.

Its relative energy (zero: lowest compared OMol25 entry of this formula, charge and spin) is 6.7 kcal/mol. The calculation puts the orbital gap at 2.09 eV. As for the largest force on an atom: 2.8 eV/A. As for the LUMO energy: -12.609 eV. For the molar mass, the calculation gives 682.65 u. The HOMO energy comes out at -14.703 eV. Its total energy is -72229.700 eV.

```
! RIJCOSX wB97M-V def2-TZVPD def2/J DEFGRID3
* xyz 2 1
Al 0.211 2.127 2.409
C -0.704 -0.201 -0.900
O -0.160 0.635 -0.022
H -1.720 -0.548 -0.606
H -0.718 0.200 -1.916
H -0.144 -1.164 -0.941
C 1.249 -8.334 -1.277
C 0.170 -7.679 -0.430
O -0.332 -6.533 -1.102
C -1.264 -5.813 -0.474
O -1.666 -6.016 0.635
O -1.636 -4.841 -1.304
C -2.650 -3.986 -0.826
H 2.013 -7.558 -1.398
H 0.903 -8.722 -2.230
H 1.796 -9.112 -0.747
H 0.590 -7.465 0.555
H -0.680 -8.354 -0.289
H -3.679 -4.279 -1.039
H -2.494 -3.048 -1.365
H -2.645 -3.780 0.241
C 2.559 2.533 -7.593
C 2.457 2.381 -6.080
O 1.437 1.435 -5.732
C 0.220 1.855 -5.496
O -0.157 3.013 -5.531
O -0.577 0.836 -5.225
C -1.953 1.064 -4.950
H 2.502 1.574 -8.108
H 3.348 3.192 -7.939
H 1.635 3.013 -7.937
H 2.285 3.352 -5.618
H 3.381 2.018 -5.634
H -2.416 0.085 -5.044
H -2.410 1.763 -5.646
H -2.094 1.421 -3.927
C 3.075 0.796 -2.931
C 2.656 0.647 -1.495
O 3.791 0.383 -0.646
C 3.675 0.793 0.588
O 2.741 1.397 1.085
O 4.787 0.534 1.246
C 5.074 1.236 2.449
H 3.772 1.620 -3.093
H 2.163 0.898 -3.518
H 3.591 -0.056 -3.378
H 1.977 -0.212 -1.512
H 2.156 1.516 -1.076
H 4.263 1.256 3.172
H 5.437 2.248 2.259
H 5.940 0.709 2.845
C -2.817 -1.425 7.519
C -1.566 -1.175 6.639
O -1.689 -1.915 5.459
C -1.211 -1.495 4.291
O -0.777 -0.401 4.043
O -1.458 -2.463 3.425
C -1.280 -2.146 2.058
H -3.018 -0.501 8.068
H -2.626 -2.144 8.315
H -3.730 -1.677 6.986
H -0.731 -1.391 7.309
H -1.515 -0.098 6.460
H -1.228 -3.047 1.460
H -0.305 -1.669 1.889
H -2.034 -1.401 1.790
C 4.715 6.032 1.150
C 3.409 5.254 1.155
O 3.007 5.081 -0.235
C 1.959 4.336 -0.470
O 1.220 3.817 0.335
O 1.867 4.148 -1.792
C 0.603 3.626 -2.249
H 5.245 6.007 0.204
H 5.283 5.601 1.973
H 4.472 7.084 1.311
H 2.647 5.639 1.828
H 3.646 4.225 1.454
H 0.645 3.792 -3.321
H -0.221 4.166 -1.790
H 0.520 2.560 -2.031
C -5.189 -1.579 0.473
C -4.520 -0.206 0.636
O -4.872 0.194 1.957
C -3.980 0.749 2.742
O -2.824 0.984 2.432
O -4.461 0.893 3.938
C -3.747 1.645 4.901
H -4.972 -2.231 1.318
H -4.955 -2.062 -0.476
H -6.269 -1.435 0.513
H -4.911 0.458 -0.136
H -3.437 -0.224 0.489
H -4.224 1.630 5.876
H -3.685 2.692 4.594
H -2.737 1.242 5.003
*
```

=====

4.
Below is a structure of composition F5H42O21Y2 in a non-equilibrium geometry, with properties calculated with the ωB97M-V functional and the def2-TZVPD basis.

The calculation puts the orbital gap at 10.86 eV. As for the largest force on an atom: 3.5 eV/A. As for the LUMO energy: -2.281 eV. For the molar mass, the calculation gives 651.12 u. The HOMO energy comes out at -13.145 eV. Its total energy is -59367.468 eV.

```
! RIJCOSX wB97M-V def2-TZVPD def2/J DEFGRID3
* xyz 1 1
Y 2.011 0.754 1.131
Y -0.495 -1.306 -0.812
F -1.031 -2.549 0.978
F 3.753 1.598 2.053
F 1.582 -1.238 -0.104
F 0.128 0.818 -0.065
F 0.609 -1.073 -2.553
O -2.322 -2.049 3.384
H -1.741 -2.109 2.603
H -2.398 -2.901 3.845
O -1.481 3.061 -0.110
H -0.767 2.417 -0.332
H -1.192 3.921 -0.428
O -4.133 1.621 0.147
H -3.374 2.123 -0.115
H -3.901 1.230 1.034
O 0.785 -4.235 1.817
H 0.427 -5.010 2.285
H 0.022 -3.629 1.656
O 0.328 1.615 2.820
H 0.263 2.616 2.887
H -0.045 1.164 3.593
O -2.685 -0.635 0.104
H -3.378 0.048 -0.065
H -3.162 -1.447 0.302
O -0.155 -3.670 -1.314
H 0.325 -4.071 -0.613
H 0.271 -4.045 -2.111
O 3.405 -3.871 0.044
H 2.933 -4.535 0.578
H 2.836 -3.076 0.013
O 1.904 3.238 0.714
H 1.178 3.856 0.516
H 2.528 3.533 1.401
O 3.030 1.204 -1.061
H 3.498 0.431 -1.491
H 3.620 1.902 -0.900
O -1.912 0.120 -2.116
H -1.643 0.692 -2.862
H -2.849 0.257 -1.927
O -2.877 -2.971 -1.499
H -3.422 -2.633 -2.219
H -3.098 -3.910 -1.407
O 1.524 -0.884 2.597
H 1.060 -0.906 3.486
H 1.983 -1.719 2.385
O -0.420 4.154 2.309
H -1.061 3.666 1.725
H -0.837 4.858 2.847
O -1.016 0.968 -4.625
H -0.963 1.882 -4.940
H -0.029 0.732 -4.621
O 3.570 -0.931 -2.317
H 3.660 -1.332 -3.244
H 2.609 -1.007 -2.089
O 0.564 5.242 -0.491
H 1.037 5.666 -1.228
H 0.145 5.913 0.027
O -4.661 0.441 -2.414
H -5.328 0.807 -1.755
H -5.192 0.057 -3.113
O 4.006 -0.869 1.187
H 4.403 -1.425 0.523
H 4.586 -0.502 1.791
O 1.699 0.239 -4.528
H 1.852 0.774 -3.741
H 1.370 -0.622 -4.115
O -0.376 -0.540 4.692
H -0.479 -0.824 5.599
H -1.079 -1.095 4.257
*
```

=====

5.
Below is a cluster of 3 separate species, C5H14N2 in total, with properties calculated with the ωB97M-V functional and the def2-TZVPD basis.

Its relative energy (zero: lowest compared OMol25 entry of this formula, charge and spin) is 91.5 kcal/mol. The calculation puts the orbital gap at 7.97 eV. As for the largest force on an atom: 0.4 eV/A. As for the LUMO energy: 0.885 eV. For the molar mass, the calculation gives 102.18 u. The HOMO energy comes out at -7.088 eV. Its total energy is -8388.650 eV.

```
! RIJCOSX wB97M-V def2-TZVPD def2/J DEFGRID3
* xyz 0 1
C 1.479 0.763 -0.195
C 2.879 0.529 0.022
N 0.909 0.743 -1.395
N 1.396 -1.482 0.772
H 0.834 1.049 0.622
H -0.097 0.654 -1.460
H 1.441 0.403 -2.182
H 1.273 -1.539 1.788
H 1.023 -2.375 0.436
H 3.303 1.089 0.852
H 3.500 0.569 -0.873
H 2.678 -0.617 0.387
C -2.449 0.601 1.100
C -1.876 -0.332 0.077
C -2.368 -0.507 -1.148
H -0.984 -0.883 0.382
H -1.703 1.331 1.430
H -2.751 0.048 1.995
H -3.317 1.144 0.722
H -3.248 0.025 -1.496
H -1.923 -1.216 -1.837
*
```